Entry 1:
{"formula": "C6H10O", "method": "ωB97M-V/def2-TZVPD", "species": ["H", "C", "H", "O", "C", "H", "H", "H", "H", "C", "C", "H", "H", "C", "H", "C", "H"], "xyz": [[-0.347, 1.841, -0.084], [0.882, -0.260, -1.641], [-1.324, -0.286, -1.635], [0.710, 0.940, 2.683], [-0.633, -0.249, 0.461], [0.087, -2.218, -2.367], [0.919, 0.164, -2.640], [0.220, -0.660, 1.013], [1.685, 0.073, -0.985], [-0.459, -0.523, -1.016], [-0.721, 1.249, 0.764], [0.859, -2.285, -0.713], [-1.753, 1.593, 0.919], [0.081, 1.681, 1.966], [-1.521, -0.768, 0.842], [0.387, -1.672, -1.477], [0.076, 2.776, 2.156]], "orbital_gap_ev": 10.9, "spin_multiplicity": 1, "relative_energy_kcal_mol": 17.3, "e_homo_ha": -0.360, "smiles": "O=CCCC1CC1", "largest_force_ev_per_a": 0.5}



Entry 2:
{"formula": "C6H10O", "method": "ωB97M-V/def2-TZVPD", "species": ["H", "H", "H", "C", "C", "H", "O", "C", "C", "H", "C", "H", "H", "H", "H", "C", "H"], "xyz": [[-1.417, 1.063, 1.232], [-2.012, 0.444, -0.468], [-2.808, -0.079, 1.018], [-0.083, -0.797, -0.770], [-0.756, -0.946, 0.619], [1.960, -1.253, -0.027], [0.459, -0.639, 1.321], [1.192, -0.466, 0.063], [-0.955, 0.229, -1.454], [-0.474, 1.231, -1.426], [-1.797, 0.195, 0.684], [2.352, 0.998, -1.020], [1.083, 1.701, 0.017], [0.017, -1.701, -1.389], [-1.162, -1.928, 0.904], [1.834, 0.902, -0.054], [2.567, 1.047, 0.750]], "orbital_gap_ev": 8.4, "spin_multiplicity": 1, "relative_energy_kcal_mol": 114.0, "e_homo_ha": -0.309, "largest_force_ev_per_a": 0.6}



Entry 3:
{"formula": "C6H10O", "method": "ωB97M-V/def2-TZVPD", "species": ["C", "H", "C", "H", "C", "C", "H", "H", "H", "H", "H", "H", "C", "O", "C", "H", "H"], "xyz": [[0.298, 1.143, 0.443], [2.012, -0.203, 1.032], [0.167, 0.683, 1.869], [-0.282, -0.293, 2.020], [-0.272, 0.265, -0.671], [-1.473, -1.553, -1.223], [0.186, 2.210, 0.271], [-0.103, 1.434, 2.605], [2.194, 1.544, 1.547], [1.320, -0.232, -1.972], [-0.649, 0.928, -1.472], [-1.829, -1.145, -2.184], [1.525, 0.739, 1.257], [-1.350, -0.549, -0.241], [0.872, -0.626, -1.037], [-2.142, -2.334, -0.862], [-0.474, -2.012, -1.381]], "orbital_gap_ev": 8.5, "spin_multiplicity": 1, "relative_energy_kcal_mol": 122.9, "e_homo_ha": -0.322, "largest_force_ev_per_a": 0.4}



Entry 4:
{"formula": "C6H10O", "method": "ωB97M-V/def2-TZVPD", "species": ["C", "C", "C", "C", "H", "H", "H", "H", "C", "H", "H", "H", "C", "H", "H", "O", "H"], "xyz": [[0.038, 1.296, 1.100], [-0.179, -1.290, -0.820], [-0.052, 0.177, -1.243], [0.780, 0.810, -0.122], [0.452, 0.275, -2.216], [0.058, -2.177, 1.180], [1.721, 1.291, -0.374], [-1.022, -1.792, -1.305], [0.650, -0.071, 1.095], [-1.294, -1.052, 1.035], [0.743, -1.811, -1.111], [0.513, 2.070, 1.697], [-0.263, -1.241, 0.715], [-1.255, 1.672, -1.094], [-1.047, 1.359, 1.064], [-1.354, 0.741, -1.328], [1.513, -0.258, 1.727]], "orbital_gap_ev": 11.0, "spin_multiplicity": 1, "relative_energy_kcal_mol": 11.3, "e_homo_ha": -0.367, "smiles": "O[C@@H]1CC[C@@H]2C[C@@H]21", "largest_force_ev_per_a": 0.3}



Entry 5:
{"formula": "C6H10O", "method": "ωB97M-V/def2-TZVPD", "species": ["H", "H", "C", "H", "C", "C", "C", "H", "H", "C", "C", "H", "H", "H", "O", "H", "H"], "xyz": [[-0.919, 1.342, 1.273], [-2.786, -0.527, -0.261], [2.273, -0.065, -0.075], [-0.052, -1.466, -1.547], [0.291, -1.178, -0.546], [-2.485, 0.407, 0.239], [1.186, 0.962, -0.039], [2.320, -2.190, -0.431], [1.069, 1.419, 0.948], [-1.194, 0.297, 1.025], [1.772, -1.258, -0.362], [-3.235, 0.594, 1.023], [1.305, 1.756, -0.787], [-2.566, 1.238, -0.482], [-0.019, 0.219, -0.329], [3.309, 0.174, 0.131], [-0.269, -1.724, 0.220]], "orbital_gap_ev": 8.2, "spin_multiplicity": 1, "relative_energy_kcal_mol": 103.9, "e_homo_ha": -0.267, "largest_force_ev_per_a": 0.5}



Entry 6:
{"formula": "C6H10O", "method": "ωB97M-V/def2-TZVPD", "species": ["H", "C", "H", "C", "C", "H", "H", "C", "C", "O", "H", "H", "C", "H", "H", "H", "H"], "xyz": [[1.557, -0.145, 0.791], [-0.791, -2.340, -0.300], [0.778, 2.428, -1.790], [0.243, 2.400, -0.789], [-0.468, 0.096, -0.830], [-1.542, -2.300, -1.089], [-0.083, -3.062, -0.730], [-0.120, -0.994, -0.049], [0.729, -0.904, 1.139], [0.428, 3.565, -0.059], [0.906, 3.229, 0.687], [-0.696, 1.446, 0.850], [-0.377, 1.426, -0.206], [0.240, -0.315, 1.980], [1.302, -1.772, 1.527], [-0.904, 0.051, -1.851], [-1.200, -2.808, 0.718]], "orbital_gap_ev": 9.1, "spin_multiplicity": 1, "relative_energy_kcal_mol": 50.7, "e_homo_ha": -0.300, "smiles": "CC(C)=C/C=C/O", "largest_force_ev_per_a": 4.1}



Entry 7:
{"formula": "C6H10O", "method": "ωB97M-V/def2-TZVPD", "species": ["H", "H", "H", "H", "C", "H", "H", "H", "H", "C", "C", "H", "C", "H", "C", "C", "O"], "xyz": [[0.695, -1.018, 1.035], [-1.657, 0.030, 0.186], [0.909, -2.981, -1.930], [0.898, 1.797, 0.970], [0.028, -1.947, -0.296], [-0.952, 1.185, -0.910], [0.415, 2.650, -0.580], [-0.911, -1.980, 0.261], [1.036, -0.225, -1.225], [0.417, -3.041, -0.966], [-0.718, 0.519, -0.077], [-0.696, 1.547, 2.032], [0.281, -0.543, -0.517], [0.281, -4.022, -0.532], [-0.237, 1.413, 1.061], [0.102, 2.763, 0.482], [0.109, 3.854, 1.007]], "orbital_gap_ev": 8.0, "spin_multiplicity": 1, "relative_energy_kcal_mol": 145.8, "e_homo_ha": -0.293, "largest_force_ev_per_a": 4.1}



Entry 8:
{"formula": "C6H10O", "method": "ωB97M-V/def2-TZVPD", "species": ["C", "H", "O", "H", "H", "C", "H", "C", "H", "H", "C", "C", "H", "H", "C", "H", "H"], "xyz": [[-0.504, -0.946, 1.402], [2.005, 0.298, 1.993], [0.857, 1.503, -0.769], [-0.177, -1.339, 2.361], [1.137, -0.417, -1.418], [0.376, -0.409, 0.564], [-1.562, -0.998, 1.201], [0.481, 0.160, -0.764], [0.280, 1.960, -0.134], [2.247, -1.394, 1.445], [-1.060, 0.102, -1.524], [1.988, -0.379, 1.136], [-3.051, 0.664, -1.949], [-2.499, 0.853, -0.175], [-2.271, 0.562, -1.195], [-0.973, -0.176, -2.580], [2.726, -0.044, 0.404]], "orbital_gap_ev": 10.6, "spin_multiplicity": 1, "relative_energy_kcal_mol": 58.5, "e_homo_ha": -0.355, "smiles": "C=C[C@@H](O)C(=C)C", "largest_force_ev_per_a": 6.0}



Entry 9:
{"formula": "C6H10O", "method": "ωB97M-V/def2-TZVPD", "species": ["H", "H", "C", "H", "C", "C", "H", "H", "O", "H", "H", "H", "C", "H", "C", "C", "H"], "xyz": [[0.553, 0.392, -0.380], [-0.583, 2.351, -1.717], [0.098, 0.208, 1.874], [0.944, -1.655, 2.172], [-0.350, 1.326, -2.036], [-0.107, -1.744, 0.267], [-1.269, 0.733, -0.180], [-0.368, -1.589, -1.845], [0.902, 0.881, 2.738], [0.044, -2.820, 0.238], [-0.732, 0.837, 1.583], [-1.011, 1.076, -2.867], [0.273, -1.086, 1.524], [0.684, 1.340, -2.389], [-0.389, -1.090, -0.882], [-0.451, 0.401, -0.835], [1.761, 0.439, 2.734]], "orbital_gap_ev": 8.9, "spin_multiplicity": 1, "relative_energy_kcal_mol": 44.6, "e_homo_ha": -0.294, "smiles": "CC/C=C\\C=C\\O", "largest_force_ev_per_a": 1.8}



Entry 10:
{"formula": "C6H10O", "method": "ωB97M-V/def2-TZVPD", "species": ["C", "H", "H", "C", "C", "H", "C", "C", "H", "H", "O", "H", "H", "H", "C", "H", "H"], "xyz": [[0.650, -0.057, 0.369], [-1.663, 2.038, -1.078], [-1.401, -1.516, 1.858], [-0.490, -0.953, -0.125], [-1.133, 1.199, -0.635], [-0.058, 1.910, 1.077], [0.152, 1.380, 0.136], [-1.524, -0.076, -0.714], [0.878, 1.997, -0.407], [-2.424, -0.468, -1.172], [-0.470, -2.166, -0.122], [2.747, 0.086, -0.262], [2.006, -1.539, -0.369], [1.582, -0.295, -1.554], [1.836, -0.466, -0.501], [0.870, -0.251, 1.426], [-1.558, -0.822, 2.073]], "orbital_gap_ev": 10.1, "spin_multiplicity": 1, "relative_energy_kcal_mol": 22.6, "e_homo_ha": -0.347, "smiles": "C[C@H]1CC=CC1=O.[H][H]", "largest_force_ev_per_a": 0.4}



Entry 11:
{"formula": "C6H10O", "method": "ωB97M-V/def2-TZVPD", "species": ["C", "O", "H", "H", "H", "H", "H", "H", "C", "H", "C", "C", "H", "C", "H", "H", "C"], "xyz": [[-1.661, 1.358, 0.704], [-1.329, -1.074, -1.270], [-0.471, 0.611, -1.844], [1.556, -1.729, 0.883], [-2.582, 0.802, 0.491], [-1.699, 2.276, 0.104], [2.599, -0.342, 0.637], [-0.955, -1.685, -0.534], [-0.462, 0.531, 0.354], [1.294, -1.616, -1.533], [1.176, -0.658, -1.009], [-0.343, -0.093, -1.022], [0.628, 0.443, 2.198], [0.547, 0.164, 1.149], [-1.663, 1.644, 1.761], [1.787, 0.077, -1.544], [1.578, -0.708, 0.475]], "orbital_gap_ev": 10.2, "spin_multiplicity": 1, "relative_energy_kcal_mol": 9.2, "e_homo_ha": -0.342, "smiles": "CC1=CCC[C@H]1O", "largest_force_ev_per_a": 3.7}



Entry 12:
{"formula": "C6H10O", "method": "ωB97M-V/def2-TZVPD", "species": ["H", "H", "C", "O", "C", "C", "H", "H", "C", "H", "H", "C", "H", "H", "C", "H", "H"], "xyz": [[-0.055, -1.230, -0.604], [-0.157, 1.302, -0.946], [1.992, 0.582, -0.340], [1.431, 1.493, 0.603], [-0.292, -0.557, 0.252], [3.053, -0.388, -0.051], [-2.335, 0.177, -1.506], [-3.538, 0.435, -0.261], [-1.592, -0.036, 0.517], [3.385, -0.323, 0.898], [3.866, -0.280, -0.722], [-2.488, 0.631, -0.574], [-2.288, 1.665, -0.620], [0.278, -1.017, 1.074], [0.566, 0.714, -0.213], [2.754, -1.489, -0.225], [-1.839, 0.024, 1.541]], "orbital_gap_ev": [8.0, 8.5], "spin_multiplicity": 1, "relative_energy_kcal_mol": 124.8, "e_homo_ha": [-0.273, -0.285], "largest_force_ev_per_a": 4.1}



Entry 13:
{"formula": "C6H10O", "method": "ωB97M-V/def2-TZVPD", "species": ["C", "H", "C", "C", "H", "H", "C", "H", "C", "H", "H", "C", "H", "H", "O", "H", "H"], "xyz": [[1.039, 0.598, 1.740], [0.503, -0.719, -2.325], [-0.329, 0.610, 1.056], [-0.534, -1.076, -2.152], [0.839, 1.694, -1.455], [-0.573, -2.127, -2.435], [0.865, 0.685, -0.998], [-0.406, -0.662, 2.873], [-0.495, 0.390, -0.448], [-1.225, -0.484, -2.774], [1.921, 0.427, 1.132], [0.098, -0.545, 1.917], [1.170, 1.301, 2.559], [0.324, -1.473, 1.400], [-0.823, -0.949, -0.779], [-1.054, 1.292, 1.491], [-1.319, 1.038, -0.802]], "orbital_gap_ev": 8.4, "spin_multiplicity": 1, "relative_energy_kcal_mol": 123.1, "e_homo_ha": -0.322, "largest_force_ev_per_a": 0.4}



Entry 14:
{"formula": "C6H10O", "method": "ωB97M-V/def2-TZVPD", "species": ["H", "H", "H", "O", "C", "H", "C", "H", "H", "H", "H", "H", "C", "C", "C", "H", "C"], "xyz": [[-1.583, -0.310, -1.758], [1.945, 0.178, 1.272], [1.997, 1.342, -0.065], [-0.431, -1.010, 1.341], [-0.730, 1.135, 0.377], [-1.196, -0.729, 1.861], [-0.981, 2.283, 0.644], [1.123, -1.576, -0.455], [0.887, -0.231, -1.578], [3.025, -0.101, -0.108], [-1.330, -1.916, -1.022], [-2.530, -0.794, -0.337], [-0.459, -0.296, 0.107], [0.931, -0.498, -0.515], [-1.546, -0.863, -0.813], [-1.193, 3.303, 0.880], [2.041, 0.277, 0.186]], "orbital_gap_ev": 11.1, "spin_multiplicity": 1, "relative_energy_kcal_mol": 32.8, "e_homo_ha": -0.373, "smiles": "C#C[C@](C)(O)CC", "largest_force_ev_per_a": 0.5}



Entry 15:
{"formula": "C6H10O", "method": "ωB97M-V/def2-TZVPD", "species": ["C", "H", "H", "H", "H", "H", "C", "C", "C", "C", "C", "H", "H", "O", "H", "H", "H"], "xyz": [[-0.600, 0.309, -1.801], [0.217, -2.018, 0.005], [0.883, -0.113, 2.612], [-0.769, 0.746, -2.782], [0.064, 0.152, 2.589], [-1.426, -1.643, 0.549], [0.113, 1.100, -0.744], [-0.952, -0.923, -1.446], [-0.153, 0.074, 0.615], [1.256, 0.285, 0.878], [-0.580, -1.261, -0.031], [2.038, -0.304, 0.398], [-1.458, -1.625, -2.103], [-0.937, 0.592, 1.512], [-0.373, 2.024, -0.429], [1.128, 1.345, -1.082], [1.548, 1.260, 1.257]], "orbital_gap_ev": 9.3, "spin_multiplicity": 1, "relative_energy_kcal_mol": 109.5, "e_homo_ha": -0.335, "largest_force_ev_per_a": 0.3}